Record 1
Molecular formula: C40H41F5N9O4SSn
Method: DFT, ωB97M-V with the def2-TZVPD basis set

Last column: Löwdin charge in e.
Cartesian coordinates (Å):
1 Sn 0.93 0.00 0.57  1.266
2 C 1.26 -2.16 4.26  -0.202
3 C 2.76 -1.99 3.95  -0.170
4 C 3.09 -1.05 2.77  -0.242
5 N 2.13 0.00 2.54  -0.110
6 C 2.07 1.03 3.35  -0.234
7 C 3.00 1.25 4.40  -0.023
8 C 3.10 2.23 5.37  -0.105
9 C 2.23 3.25 5.72  -0.138
10 C 1.03 3.53 5.07  -0.109
11 C 0.51 3.00 3.91  -0.032
12 C 1.01 2.03 3.00  -0.216
13 N 0.51 1.88 1.80  -0.083
14 C -0.24 2.96 1.16  -0.224
15 C -1.71 2.64 0.90  -0.159
16 C -1.86 1.53 -0.14  -0.247
17 N -1.42 0.26 0.40  -0.087
18 C -2.23 -0.57 0.98  -0.238
19 C -3.62 -0.29 1.19  -0.039
20 C -4.68 -1.11 1.52  -0.114
21 C -4.72 -2.47 1.76  -0.143
22 C -3.62 -3.31 1.80  -0.113
23 C -2.27 -3.03 1.71  -0.038
24 C -1.56 -1.82 1.46  -0.234
25 N -0.26 -1.73 1.54  -0.089
26 C 0.54 -2.89 1.90  -0.247
27 C 0.53 -3.19 3.40  -0.181
28 H 0.76 -1.20 4.15  0.103
29 H 1.16 -2.45 5.31  0.105
30 H 3.20 -2.96 3.73  0.111
31 H 3.24 -1.61 4.85  0.093
32 H 3.16 -1.62 1.85  0.078
33 H 4.10 -0.64 2.91  0.111
34 H 3.82 0.55 4.40  0.081
35 H 3.99 2.15 5.98  0.098
36 H 2.49 3.85 6.58  0.083
37 H 0.42 4.29 5.53  0.098
38 H -0.45 3.41 3.63  0.093
39 H 0.25 3.13 0.19  0.116
40 H -0.14 3.89 1.72  0.107
41 H -2.20 3.55 0.54  0.114
42 H -2.19 2.33 1.83  0.113
43 H -1.21 1.77 -0.99  0.089
44 H -2.88 1.50 -0.53  0.108
45 H -3.89 0.74 1.03  0.087
46 H -5.63 -0.59 1.57  0.098
47 H -5.70 -2.92 1.93  0.082
48 H -3.84 -4.36 1.98  0.099
49 H -1.63 -3.89 1.86  0.084
50 H 1.56 -2.70 1.57  0.076
51 H 0.22 -3.77 1.34  0.102
52 H 0.96 -4.18 3.56  0.112
53 H -0.51 -3.24 3.75  0.102
54 O 3.07 -3.04 -2.97  0.102
55 C 3.62 -2.39 -1.94  -0.484
56 O 3.74 -2.87 -0.84  0.113
57 C 4.09 -1.02 -2.33  -0.184
58 C 4.87 -0.84 -3.47  0.002
59 C 5.26 0.45 -3.78  -0.044
60 C 4.82 1.49 -2.99  -0.014
61 C 4.01 1.21 -1.89  -0.240
62 N 3.70 -0.03 -1.54  0.193
63 C 3.49 2.32 -1.00  -0.525
64 O 3.48 3.54 -1.56  0.058
65 O 3.13 2.17 0.13  0.066
66 H 2.62 -3.82 -2.62  0.115
67 H 5.16 -1.69 -4.07  0.117
68 H 5.89 0.64 -4.64  0.108
69 H 5.08 2.51 -3.23  0.119
70 H 3.20 3.45 -2.49  0.044
71 F -3.00 6.04 -3.59  0.093
72 C -2.03 5.11 -3.56  -0.158
73 C -0.70 5.47 -3.46  -0.156
74 F -0.38 6.78 -3.41  0.099
75 C 0.29 4.51 -3.42  -0.241
76 F 1.56 4.95 -3.36  0.065
77 C 0.03 3.13 -3.45  -0.609
78 S 1.25 1.91 -3.34  0.599
79 C -1.33 2.82 -3.58  -0.274
80 F -1.71 1.53 -3.67  0.031
81 C -2.34 3.76 -3.62  -0.158
82 F -3.62 3.38 -3.73  0.094
83 C -4.08 -1.10 -2.68  -0.064
84 C -3.87 -2.45 -3.35  -0.408
85 C -4.14 -3.59 -2.37  -0.076
86 C -2.48 -2.57 -3.99  -0.108
87 N -1.41 -2.70 -3.01  -0.103
88 C -0.73 -1.77 -2.32  -0.133
89 N 0.10 -2.38 -1.50  0.022
90 N -0.09 -3.70 -1.71  -0.031
91 N -0.98 -3.90 -2.61  0.043
92 H -5.11 -1.01 -2.33  0.082
93 H -3.87 -0.27 -3.35  0.075
94 H -3.45 -1.00 -1.80  0.064
95 H -4.58 -2.53 -4.18  0.132
96 H -3.52 -3.50 -1.48  0.068
97 H -3.94 -4.56 -2.82  0.075
98 H -5.18 -3.56 -2.04  0.078
99 H -2.25 -1.71 -4.61  0.130
100 H -2.43 -3.48 -4.59  0.121
101 H -0.83 -0.70 -2.45  0.111

Computed properties:
Net charge: -1
Largest force on an atom in eV/A: 0.5
Frontier orbital gap in eV: 6.894
E_tot in eV: -94001.472
Energy above the lowest of the compared OMol25 structures with the same formula, charge and spin in eV: 0.430


Record 2
Molecular formula: C40H41KN10O2SeSi
Method: DFT, ωB97M-V with the def2-TZVPD basis set

Last column: Löwdin charge in e.
Cartesian coordinates (Å):
1 K 0.03 0.55 0.34  0.769
2 C 1.94 3.41 3.70  -0.023
3 C 0.83 2.44 3.33  -0.465
4 O 1.06 1.53 2.56  -0.049
5 C -0.47 2.73 3.91  -0.008
6 C -1.62 2.01 3.74  -0.260
7 C -2.95 2.62 4.06  -0.037
8 N -1.64 0.71 3.31  -0.071
9 N -2.89 0.23 2.80  0.105
10 C -2.69 -0.65 1.82  -0.511
11 O -1.61 -1.09 1.37  -0.167
12 C -3.99 -1.14 1.20  -0.128
13 C -3.90 -1.91 0.05  -0.021
14 C -5.06 -2.37 -0.57  -0.088
15 C -6.30 -2.07 -0.04  -0.120
16 C -6.39 -1.30 1.12  -0.111
17 C -5.24 -0.84 1.73  -0.048
18 H 2.83 3.19 3.11  0.080
19 H 2.17 3.32 4.77  0.076
20 H 1.63 4.44 3.52  0.076
21 H -0.57 3.69 4.39  0.097
22 H -2.81 3.64 4.42  0.074
23 H -3.46 2.02 4.82  0.084
24 H -3.60 2.62 3.19  0.061
25 H -2.92 -2.15 -0.34  0.078
26 H -4.98 -2.97 -1.47  0.097
27 H -7.21 -2.42 -0.52  0.087
28 H -7.36 -1.06 1.54  0.087
29 H -5.29 -0.24 2.63  0.096
30 C -2.69 4.48 0.57  -0.148
31 C -2.33 3.15 0.52  -0.121
32 N -1.51 2.67 -0.40  0.073
33 C -1.05 3.52 -1.33  -0.186
34 C -1.42 4.87 -1.26  -0.086
35 N -2.22 5.36 -0.33  0.056
36 C -0.17 2.97 -2.39  -0.262
37 C -0.04 3.64 -3.58  0.007
38 C 0.77 3.09 -4.62  -0.185
39 C 1.39 1.86 -4.29  0.010
40 C 1.19 1.24 -3.06  -0.238
41 N 0.42 1.79 -2.10  0.061
42 C 1.84 -0.04 -2.73  -0.246
43 C 2.29 -0.90 -3.72  -0.167
44 N 2.93 -2.07 -3.51  -0.022
45 C 3.13 -2.32 -2.17  -0.229
46 C 2.63 -1.52 -1.18  -0.214
47 N 1.96 -0.37 -1.38  -0.013
48 C 0.96 3.76 -5.87  -0.203
49 C 0.36 5.00 -6.20  -0.063
50 C 0.58 5.60 -7.42  -0.228
51 N 1.36 5.10 -8.41  -0.021
52 C 1.93 3.92 -8.10  -0.224
53 C 1.78 3.24 -6.92  -0.057
54 H -3.36 4.86 1.33  0.090
55 H -2.72 2.43 1.24  0.084
56 H -1.02 5.58 -1.98  0.103
57 H -0.57 4.57 -3.74  0.074
58 H 2.05 1.39 -5.00  0.076
59 H 2.10 -0.65 -4.75  0.090
60 H 3.68 -3.22 -1.91  0.060
61 H 2.78 -1.81 -0.14  0.084
62 H -0.30 5.51 -5.51  0.076
63 H 0.10 6.55 -7.64  0.077
64 H 2.57 3.50 -8.87  0.079
65 H 2.31 2.30 -6.80  0.081
66 C 2.70 -0.53 5.63  -0.186
67 Si 1.42 -1.80 5.09  0.440
68 C 0.70 -2.66 6.60  -0.196
69 C 2.26 -3.09 4.01  -0.187
70 C 0.13 -0.91 4.19  -0.015
71 C -0.71 -0.14 3.77  -0.116
72 H 3.41 -0.95 6.34  0.019
73 H 2.21 0.33 6.10  0.023
74 H 3.25 -0.16 4.76  0.031
75 H 1.50 -3.08 7.23  0.019
76 H 0.04 -3.47 6.30  0.025
77 H 0.13 -1.96 7.21  0.022
78 H 3.17 -3.45 4.50  0.027
79 H 2.53 -2.66 3.04  0.032
80 H 1.61 -3.94 3.83  0.024
81 C 2.30 -5.36 1.15  -0.061
82 N 2.08 -5.31 -0.28  -0.133
83 C 2.93 -5.81 -1.24  -0.081
84 C 2.40 -5.50 -2.44  -0.081
85 N 1.22 -4.83 -2.20  -0.126
86 C 0.44 -4.15 -3.22  -0.037
87 C 1.01 -4.71 -0.86  -0.746
88 Se -0.40 -3.87 -0.03  0.652
89 H 2.14 -6.37 1.53  0.089
90 H 1.59 -4.68 1.61  0.009
91 H 3.32 -5.04 1.37  0.092
92 H 3.85 -6.31 -0.99  0.110
93 H 2.77 -5.65 -3.44  0.120
94 H 0.39 -4.79 -4.11  0.087
95 H 0.92 -3.20 -3.46  0.070
96 H -0.56 -3.98 -2.82  0.045

Computed properties:
Net charge: -2
Largest force on an atom in eV/A: 0.6
Frontier orbital gap (spin up / spin down) in eV: 3.342 / 3.206
E_tot in eV: -150690.895
Energy above the lowest of the compared OMol25 structures with the same formula, charge and spin in eV: 1.366


> The highest E_tot belongs to which entry?

C40H41F5N9O4SSn


> Which of these has the lowest largest force on an atom?

C40H41F5N9O4SSn


> The lowest net charge belongs to which entry?

C40H41KN10O2SeSi


> Among the records above, which one has the lowest largest force on an atom?

C40H41F5N9O4SSn